Entry 1:
Molecular formula: C23H39Cl2FO5
Method: DFT, wB97M-V/def2-TZVPD

- SMILES = Fc1ccccc1.CC(C)=O.CC(C)=O.CC(C)=O.CC(C)=O.CC(C)=O.ClCCCl
- HOMO (eV) = -9.075
- HOMO-LUMO gap (eV) = 9.70

```
70
Properties=species:S:1:pos:R:3:forces:R:3
F 9.112315 12.797288 6.155653 -0.174 0.152 0.527
C 9.088026 11.715806 6.957137 0.023 -1.219 -0.232
C 8.781403 10.504424 6.390506 -0.438 0.362 -3.389
C 8.894600 9.287303 7.055190 -0.754 0.609 -1.211
C 9.243315 9.327738 8.372841 0.568 0.373 1.558
C 9.618833 10.557714 8.996934 -1.125 -1.389 -1.242
C 9.468814 11.728328 8.270362 1.755 2.513 1.760
H 8.512538 10.600646 5.270670 0.408 -0.590 1.878
H 8.680230 8.377424 6.473877 0.061 0.358 0.677
H 9.212144 8.400116 8.931609 0.403 0.087 0.168
H 10.005504 10.548745 10.000684 -0.027 0.178 0.150
H 9.827929 12.714820 8.726322 -0.653 -1.473 -0.644
C 15.316999 15.709836 5.506282 0.560 0.982 -0.522
C 13.972757 15.370800 6.063159 0.708 -0.158 -3.322
C 12.847418 15.102181 5.080127 -1.505 0.829 1.189
O 13.861066 15.151167 7.205168 -0.830 -0.413 4.112
H 15.281645 16.661167 4.951297 0.045 -0.183 0.185
H 15.604032 14.969379 4.783418 0.036 -0.510 -0.506
H 16.118994 15.729608 6.249957 -0.560 0.189 -0.028
H 12.178466 14.391453 5.575714 0.086 0.023 0.033
H 13.223312 14.603616 4.213421 0.102 0.245 -0.950
H 12.174216 16.010176 4.918717 1.255 -1.017 -0.279
C 17.897563 10.232379 6.995722 1.050 1.474 -0.881
C 18.483192 11.672556 6.631140 -1.179 -1.138 -0.746
C 19.727533 12.196403 7.216412 0.091 -0.124 -0.007
O 17.836756 12.396239 5.902517 -0.164 -0.407 0.094
H 17.592973 10.231378 8.055337 -0.217 -0.031 -0.548
H 18.624891 9.410254 6.837123 -0.270 0.565 0.093
H 17.105513 10.183930 6.236167 -0.150 -0.499 0.758
H 19.737100 11.792798 8.195956 0.316 0.181 1.429
H 19.626450 13.268201 7.141581 0.357 0.305 0.384
H 20.655024 11.869345 6.769113 0.081 -0.224 -0.528
C 18.070432 15.709440 11.032344 -3.475 -0.131 1.273
C 17.625795 15.005550 9.791418 1.245 -1.021 -0.358
C 17.485709 15.754359 8.515475 -0.831 -0.150 -0.595
O 17.278013 13.848835 9.809718 -0.088 -0.545 0.440
H 18.179960 15.060434 11.925274 0.153 0.119 -0.877
H 17.045171 16.237770 11.221885 1.747 -0.253 0.119
H 18.821170 16.443375 10.974094 0.898 0.865 -0.369
H 17.358011 15.069627 7.645281 0.232 0.383 0.899
H 18.220090 16.510467 8.311004 0.444 0.338 0.066
H 16.527602 16.251387 8.688529 -0.144 0.304 -0.466
C 13.284496 13.615494 10.724444 1.053 0.209 -1.099
C 13.388109 12.321605 9.898977 0.717 2.320 0.835
C 14.500251 12.370097 8.916833 -0.233 -1.568 -1.215
O 12.660978 11.397598 10.119764 -0.569 -1.016 -0.213
H 13.344265 13.318416 11.755651 -0.089 0.243 0.554
H 12.416808 14.195217 10.496884 -1.138 -0.096 0.101
H 14.078109 14.329976 10.420320 -0.073 -0.673 0.543
H 14.929995 11.383466 8.813958 -0.121 -0.634 -0.214
H 15.339968 12.972810 9.154678 0.276 0.997 0.375
H 14.095031 12.639109 7.931239 0.105 0.135 0.204
C 12.408624 5.353487 4.709660 -1.738 0.699 0.576
C 13.857048 5.595938 4.715279 1.159 1.085 0.906
C 14.686714 4.701383 5.592695 -0.598 -0.580 -1.482
O 14.349702 6.495560 4.068729 -0.006 -0.143 -0.100
H 11.875929 5.768225 5.653833 1.051 -0.537 -1.529
H 12.184129 4.302056 4.656671 -0.105 -0.537 0.109
H 12.041937 5.827731 3.799761 -0.410 0.122 0.238
H 14.070953 4.249880 6.339392 -0.201 -0.574 0.469
H 15.556577 5.120119 6.000137 0.992 1.101 0.611
H 15.071836 3.977873 4.868124 -0.170 -0.550 0.261
Cl 13.045216 11.347741 5.443093 -0.294 -0.699 0.393
C 13.418305 9.624668 6.040789 0.700 1.494 0.274
C 12.579279 9.298836 7.265071 -1.622 2.129 -0.243
Cl 12.950306 7.707972 7.925500 0.058 -0.174 -0.028
H 14.501042 9.767095 6.231390 -0.673 -0.927 -0.209
H 13.113998 8.999497 5.207304 0.635 -0.200 0.019
H 11.533035 9.342672 6.864782 0.703 -0.527 0.669
H 12.572514 10.082236 8.086298 0.551 -1.055 -0.898
```
Forces are in eV/Å.

Mulliken charges, unit e, in atom order: atom 1 (F): -0.322, atom 2 (C): 0.242, atom 3 (C): -0.109, atom 4 (C): -0.553, atom 5 (C): -0.328, atom 6 (C): -0.508, atom 7 (C): -0.096, atom 8 (H): 0.239, atom 9 (H): 0.370, atom 10 (H): 0.383, atom 11 (H): 0.372, atom 12 (H): 0.289, atom 13 (C): -0.788, atom 14 (C): 0.864, atom 15 (C): -0.998, atom 16 (O): -0.497, atom 17 (H): 0.381, atom 18 (H): 0.337, atom 19 (H): -0.075, atom 20 (H): 0.157, atom 21 (H): 0.342, atom 22 (H): 0.316, atom 23 (C): -0.845, atom 24 (C): 0.794, atom 25 (C): -1.090, atom 26 (O): -0.571, atom 27 (H): 0.274, atom 28 (H): 0.391, atom 29 (H): 0.113, atom 30 (H): 0.320, atom 31 (H): 0.259, atom 32 (H): 0.368, atom 33 (C): -1.236, atom 34 (C): 0.727, atom 35 (C): -0.641, atom 36 (O): -0.580, atom 37 (H): 0.311, atom 38 (H): 0.257, atom 39 (H): 0.387, atom 40 (H): -0.071, atom 41 (H): 0.400, atom 42 (H): 0.342, atom 43 (C): -1.014, atom 44 (C): 0.803, atom 45 (C): -0.188, atom 46 (O): -0.618, atom 47 (H): 0.344, atom 48 (H): 0.319, atom 49 (H): 0.143, atom 50 (H): 0.306, atom 51 (H): 0.074, atom 52 (H): -0.158, atom 53 (C): -1.068, atom 54 (C): 0.916, atom 55 (C): -1.219, atom 56 (O): -0.586, atom 57 (H): 0.188, atom 58 (H): 0.436, atom 59 (H): 0.309, atom 60 (H): 0.323, atom 61 (H): 0.367, atom 62 (H): 0.350, atom 63 (Cl): -0.163, atom 64 (C): -0.377, atom 65 (C): 0.733, atom 66 (Cl): -0.231, atom 67 (H): 0.003, atom 68 (H): 0.476, atom 69 (H): -0.112, atom 70 (H): -0.280


Entry 2:
Molecular formula: C5H13NO
Method: DFT, wB97M-V/def2-TZVPD

- SMILES = C=CCCCN.O
- HOMO (eV) = -9.190
- relative energy (zero: lowest compared OMol25 entry of this formula, charge and spin) (kJ/mol) = 205.7
- HOMO-LUMO gap (eV) = 9.83

```
20
Properties=species:S:1:pos:R:3:forces:R:3
C -2.804117 1.247402 -0.561285 0.112 0.603 -0.360
C -1.594690 1.809512 -0.553883 0.671 -1.350 0.949
C -0.221964 1.062985 -0.488733 -1.658 1.493 -0.534
C -0.122155 -0.256490 -1.247709 1.654 -0.938 0.857
C 1.348800 -0.706191 -1.235006 0.591 -1.133 -0.178
N 1.889172 -0.916416 0.107701 0.034 0.051 0.557
H -3.672446 1.891266 -0.795474 0.337 -0.615 0.740
H -2.928702 0.180321 -0.366146 -0.123 0.199 -0.681
H -1.491444 2.864933 -0.350906 -0.130 0.417 -0.802
H 0.030579 1.047234 0.596435 0.356 -0.255 -0.861
H 0.434586 1.769611 -1.046628 0.066 -0.460 0.783
H -0.604807 -1.137429 -0.783310 -0.528 0.706 -0.207
H -0.350202 -0.199666 -2.306763 -0.710 0.348 0.008
H 1.451208 -1.665187 -1.767893 -0.363 0.175 -0.083
H 2.033193 -0.058580 -1.787980 -0.299 0.530 0.065
H 2.223659 -1.854649 0.264771 0.225 -0.109 -0.328
H 1.189571 -0.805247 0.824373 -0.212 0.343 0.058
O 1.274924 -1.180246 4.019274 0.364 -0.665 0.351
H 1.304797 -2.156312 4.107751 -0.291 1.001 -0.327
H 0.610037 -0.936851 3.371413 -0.096 -0.342 -0.005
```
Forces are in eV/Å.

Mulliken charges, unit e, in atom order: atom 1 (C): -0.672, atom 2 (C): -0.312, atom 3 (C): -0.346, atom 4 (C): -0.488, atom 5 (C): -0.623, atom 6 (N): -0.498, atom 7 (H): 0.247, atom 8 (H): 0.250, atom 9 (H): 0.325, atom 10 (H): 0.275, atom 11 (H): 0.198, atom 12 (H): 0.308, atom 13 (H): 0.322, atom 14 (H): 0.322, atom 15 (H): 0.323, atom 16 (H): 0.240, atom 17 (H): 0.133, atom 18 (O): -0.643, atom 19 (H): 0.327, atom 20 (H): 0.311


Entry 3:
Molecular formula: C25H36CoN8O6PS4
Method: DFT, wB97M-V/def2-TZVPD

- HOMO (eV) = -12.999
- net charge = +2
- HOMO-LUMO gap (eV) = 6.01

```
81
Properties=species:S:1:pos:R:3:forces:R:3
Co -0.328416 -0.079196 0.516359 0.561 0.248 -0.425
C 0.223171 -2.623064 3.608176 -0.050 0.035 0.153
O 0.513228 -1.219915 3.394125 0.309 0.022 -0.062
P -0.109986 0.019871 2.714223 -0.112 -0.140 -0.221
O -1.404307 0.400704 3.458552 -0.146 0.035 0.168
C -2.799053 0.674800 3.154995 0.065 0.090 -0.008
O 0.942502 1.132994 3.059505 -0.018 -0.029 -0.159
C 1.335932 1.404026 4.440822 0.032 0.015 0.039
H 1.073387 -3.002081 4.164937 0.003 0.011 0.023
H 0.143045 -3.122240 2.649422 0.028 -0.024 0.059
H -0.695231 -2.717894 4.179096 0.039 -0.018 -0.044
H -3.383964 -0.128650 3.588698 -0.008 -0.011 -0.017
H -2.943985 0.719103 2.081491 -0.038 0.038 0.065
H -3.031012 1.625718 3.623673 -0.008 -0.007 0.022
H 0.451686 1.605572 5.040451 -0.003 -0.007 -0.001
H 1.973391 2.280732 4.399142 -0.006 -0.007 -0.009
H 1.884630 0.551019 4.830673 -0.009 -0.003 -0.002
C 1.693327 -0.356838 -1.353467 -0.107 0.021 0.120
N 1.591034 0.122436 0.099196 -0.044 -0.032 -0.033
C 2.185710 1.519976 0.106547 -0.087 -0.090 -0.013
N 3.538730 1.525985 -0.377383 0.020 0.075 -0.030
C 3.561163 1.039123 -1.758328 -0.036 -0.017 0.035
N 3.045069 -0.327127 -1.829697 0.059 0.000 -0.115
C 3.873194 -1.200156 -0.990451 0.010 -0.021 0.001
N 3.865566 -0.730625 0.396379 0.041 -0.039 0.028
C 2.525807 -0.773123 0.907274 -0.049 0.043 -0.059
C 4.365377 0.642214 0.447452 -0.014 -0.013 0.036
H 1.068152 0.310490 -1.947439 -0.006 -0.004 -0.065
H 1.306734 -1.371512 -1.392083 0.036 0.059 -0.064
H 2.151303 1.888390 1.127726 -0.002 0.033 0.066
H 1.565750 2.137800 -0.543844 0.023 0.024 0.050
H 4.583986 1.059733 -2.131908 0.003 -0.006 0.018
H 2.946557 1.692012 -2.381036 -0.005 -0.004 -0.008
H 4.895324 -1.195275 -1.366676 -0.006 0.015 -0.001
H 3.483045 -2.217251 -1.029149 -0.006 0.015 -0.005
H 2.515894 -0.416823 1.933134 0.011 0.013 0.072
H 2.132107 -1.784380 0.845022 0.004 -0.033 0.033
H 5.392012 0.667958 0.084606 -0.015 0.001 -0.012
H 4.352213 0.995066 1.480418 0.004 -0.003 -0.001
O 1.118660 -3.466239 -0.552011 0.002 -0.035 0.035
C -0.000504 -3.188267 -0.215008 -0.136 -0.012 -0.370
N -0.365559 -2.023417 0.465136 -0.179 0.048 0.797
S -1.923914 -2.031468 0.884388 -0.050 -0.014 0.117
O -2.215631 -2.257334 2.267395 -0.174 -0.088 -0.059
O -2.251928 -0.622034 0.483186 0.116 -0.094 -0.121
C -2.420007 -3.391050 -0.075869 0.037 0.102 -0.133
C -3.665523 -3.955493 -0.251338 -0.066 -0.013 0.002
C -3.708087 -5.162476 -0.940290 -0.050 0.053 0.034
C -2.542076 -5.770562 -1.390875 0.087 -0.031 -0.026
C -1.294290 -5.192793 -1.178162 0.022 -0.035 -0.030
C -1.241459 -3.982931 -0.516993 0.088 -0.019 -0.003
H -4.565371 -3.488354 0.123757 -0.001 0.003 -0.001
H -4.661489 -5.640672 -1.117360 -0.008 0.011 0.006
H -2.608370 -6.716248 -1.911642 0.006 0.001 0.000
H -0.382948 -5.664432 -1.520425 0.000 0.001 0.005
N -3.023434 5.937709 -1.629744 0.015 -0.039 -0.020
C -2.889586 5.503393 -0.369011 -0.004 0.011 -0.013
S -3.554614 6.202869 0.947885 -0.004 -0.011 0.010
C -2.122780 4.230521 -0.205897 0.007 0.040 0.017
C -2.325949 3.135107 -1.034909 0.002 -0.062 -0.018
C -1.689268 1.942473 -0.751834 0.088 0.000 0.039
N -0.829442 1.802968 0.276434 -0.365 -0.104 -0.055
C -0.594727 2.883844 1.047040 0.127 -0.069 0.039
C -1.221470 4.088551 0.845456 0.018 0.029 0.002
H -3.543827 6.784370 -1.797702 -0.004 0.014 0.010
H -2.488356 5.551026 -2.388741 -0.001 0.003 -0.004
H -3.017532 3.170316 -1.865828 -0.002 0.015 0.003
H -1.867857 1.062428 -1.358492 -0.027 -0.034 -0.015
H 0.117963 2.762518 1.846884 -0.032 0.001 0.017
H -1.034496 4.918170 1.512334 0.006 -0.005 0.007
S -1.394006 -1.173583 -2.662887 0.012 0.019 0.021
C -0.850895 -0.637768 -4.147522 -0.053 0.058 0.037
N -0.777954 -1.361100 -5.254109 -0.004 -0.019 0.026
C -0.100805 -0.778891 -6.410374 -0.020 0.002 -0.005
C -0.203416 0.734783 -6.232944 0.019 -0.026 -0.036
S -0.311592 0.995979 -4.434250 0.048 0.000 0.034
H -1.014195 -2.341675 -5.211756 0.001 0.000 -0.016
H -0.590026 -1.099171 -7.327873 0.019 -0.012 -0.005
H 0.939488 -1.109493 -6.429750 0.006 0.010 0.010
H -1.099446 1.138688 -6.698770 -0.013 0.000 0.025
H 0.669648 1.247267 -6.626760 -0.005 0.009 0.002
```
Forces are in eV/Å.

Mulliken charges, unit e, in atom order: atom 1 (Co): -0.144, atom 2 (C): -0.525, atom 3 (O): -0.463, atom 4 (P): 1.371, atom 5 (O): -0.378, atom 6 (C): -0.457, atom 7 (O): -0.366, atom 8 (C): -0.866, atom 9 (H): 0.319, atom 10 (H): 0.189, atom 11 (H): 0.322, atom 12 (H): 0.268, atom 13 (H): 0.137, atom 14 (H): 0.323, atom 15 (H): 0.292, atom 16 (H): 0.289, atom 17 (H): 0.286, atom 18 (C): 0.102, atom 19 (N): 2.227, atom 20 (C): -0.963, atom 21 (N): 0.171, atom 22 (C): -0.751, atom 23 (N): 0.199, atom 24 (C): -0.660, atom 25 (N): 0.138, atom 26 (C): -0.970, atom 27 (C): -0.704, atom 28 (H): -0.538, atom 29 (H): -0.107, atom 30 (H): -0.138, atom 31 (H): 0.352, atom 32 (H): 0.353, atom 33 (H): 0.332, atom 34 (H): 0.370, atom 35 (H): 0.333, atom 36 (H): 0.380, atom 37 (H): 0.020, atom 38 (H): 0.339, atom 39 (H): 0.340, atom 40 (O): -0.550, atom 41 (C): -0.371, atom 42 (N): 1.038, atom 43 (S): 0.760, atom 44 (O): -0.721, atom 45 (O): -0.621, atom 46 (C): 0.775, atom 47 (C): -0.863, atom 48 (C): -0.694, atom 49 (C): -0.613, atom 50 (C): -0.706, atom 51 (C): 0.228, atom 52 (H): 0.554, atom 53 (H): 0.464, atom 54 (H): 0.454, atom 55 (H): 0.571, atom 56 (N): -0.344, atom 57 (C): -0.284, atom 58 (S): -0.267, atom 59 (C): 0.622, atom 60 (C): -0.994, atom 61 (C): -0.210, atom 62 (N): 1.065, atom 63 (C): -0.300, atom 64 (C): -0.936, atom 65 (H): 0.230, atom 66 (H): 0.210, atom 67 (H): 0.546, atom 68 (H): 0.233, atom 69 (H): 0.341, atom 70 (H): 0.563, atom 71 (S): -0.164, atom 72 (C): 0.317, atom 73 (N): -0.190, atom 74 (C): -0.584, atom 75 (C): -0.545, atom 76 (S): -0.041, atom 77 (H): 0.246, atom 78 (H): 0.339, atom 79 (H): 0.287, atom 80 (H): 0.327, atom 81 (H): 0.406


Entry 4:
Molecular formula: C5H13N2O
Method: DFT, wB97M-V/def2-TZVPD

- HOMO (eV) = -13.831
- net charge = +1
- relative energy (zero: lowest compared OMol25 entry of this formula, charge and spin) (kJ/mol) = 737.3
- HOMO-LUMO gap (eV) = 6.10

```
21
Properties=species:S:1:pos:R:3:forces:R:3
C -3.719269 0.094528 -1.284769 -0.511 0.304 -0.020
O -2.624100 -0.655851 -0.874698 3.806 2.656 0.466
C -4.447305 0.873015 -0.160514 -0.483 0.865 -1.542
C -3.419381 1.669885 0.680809 1.797 0.329 1.155
C -2.241976 2.199146 -0.143098 -5.016 1.549 -4.052
C -1.091608 1.354968 -0.296286 4.415 -0.301 -1.371
N -0.336735 1.054841 -1.377725 -2.054 2.148 1.125
N -2.582142 3.157501 -1.189043 3.765 -1.502 3.850
H -3.455685 0.858591 -1.991101 0.430 0.386 -0.819
H -4.407910 -0.558655 -1.813366 -0.291 -0.138 0.120
H -1.532189 0.077965 -0.952164 -4.515 -3.992 -0.252
H -4.978798 0.186732 0.471146 -0.145 -0.114 0.670
H -5.198918 1.620665 -0.577779 0.894 -1.133 0.242
H -3.931242 2.481087 1.214914 0.094 -0.045 -0.171
H -3.012384 0.958056 1.420710 -0.003 0.493 -0.188
H -0.666051 1.014635 0.674690 -0.499 -0.183 -0.670
H 26.574180 -12.486316 5.813982 0.429 0.552 1.109
H -0.665564 1.503911 -2.299930 0.218 -0.875 1.592
H -1.727835 3.333459 -1.776127 -1.167 0.021 0.474
H -2.877332 4.046494 -0.753587 -0.736 -0.468 -0.610
H 26.342252 -12.784655 5.213942 -0.429 -0.552 -1.109
```
Forces are in eV/Å.

Mulliken charges, unit e, in atom order: atom 1 (C): -0.568, atom 2 (O): -0.633, atom 3 (C): -0.460, atom 4 (C): -0.667, atom 5 (C): 0.337, atom 6 (C): -0.221, atom 7 (N): -0.495, atom 8 (N): -0.298, atom 9 (H): 0.299, atom 10 (H): 0.444, atom 11 (H): 0.504, atom 12 (H): 0.368, atom 13 (H): 0.311, atom 14 (H): 0.393, atom 15 (H): 0.312, atom 16 (H): 0.417, atom 17 (H): 0.000, atom 18 (H): 0.316, atom 19 (H): 0.291, atom 20 (H): 0.350, atom 21 (H): 0.000